Record 1
Entry from OMol25: a molecular structure, C30H30CsN2O6P3S (ωB97M-V/def2-TZVPD).

```
73
Properties=species:S:1:pos:R:3:forces:R:3:lowdin_charge:R:1
Cs -0.907 -0.848 -0.330 -0.09 -0.32 -0.28 0.862
C 4.049 -2.655 0.832 0.00 0.00 -0.02 -0.109
C 4.049 -2.084 -0.433 0.01 -0.02 0.02 -0.096
C 3.419 -0.865 -0.652 -0.02 -0.01 0.01 -0.085
C 2.784 -0.207 0.396 0.02 0.03 0.04 -0.383
C 2.771 -0.795 1.662 0.00 0.00 -0.01 -0.099
C 3.407 -2.008 1.880 -0.01 0.01 0.00 -0.085
P 1.930 1.411 0.225 0.05 0.04 0.01 1.059
C 3.113 2.458 1.181 0.05 -0.02 -0.08 -0.347
C 2.602 3.504 1.945 0.01 0.00 0.00 -0.082
C 3.453 4.345 2.654 -0.02 0.01 0.00 -0.099
C 4.824 4.146 2.612 0.02 -0.02 -0.01 -0.118
C 5.345 3.100 1.857 0.01 0.03 0.02 -0.103
C 4.495 2.266 1.149 -0.03 0.00 0.00 -0.095
C 2.188 1.842 -1.521 -0.13 -0.09 0.05 -0.474
C 3.093 2.798 -1.978 0.03 0.02 0.02 -0.126
C 3.182 3.042 -3.343 0.01 0.01 -0.01 -0.146
C 2.374 2.311 -4.206 0.00 0.00 -0.01 -0.147
C 1.489 1.356 -3.707 0.02 0.00 0.03 -0.187
C 1.325 1.072 -2.337 0.05 0.05 -0.01 -0.177
H 4.530 -3.612 0.997 0.00 0.00 0.00 0.089
H 4.531 -2.595 -1.258 0.00 0.00 0.00 0.093
H 3.396 -0.428 -1.643 0.00 0.00 0.00 0.096
H 2.244 -0.306 2.475 0.01 -0.01 0.01 0.086
H 3.378 -2.459 2.864 -0.01 0.00 0.00 0.099
H 1.529 3.645 1.994 0.00 0.01 0.01 0.089
H 3.040 5.151 3.250 -0.01 0.00 0.00 0.093
H 5.486 4.797 3.171 0.00 0.00 0.00 0.087
H 6.416 2.936 1.824 0.00 0.00 0.00 0.091
H 4.901 1.448 0.565 0.01 0.00 0.00 0.107
H 3.720 3.354 -1.287 -0.01 0.00 -0.01 0.083
H 3.870 3.789 -3.726 0.00 0.00 0.01 0.077
H 2.436 2.494 -5.277 -0.01 -0.01 0.00 0.076
H 0.888 0.817 -4.441 0.00 0.00 -0.01 0.048
N -1.933 1.978 4.650 0.02 0.05 -0.20 0.130
C -2.078 0.923 3.568 0.07 0.02 -0.02 -0.498
C -3.397 0.187 3.742 0.01 -0.01 0.02 -0.096
P -2.236 2.000 2.028 -0.39 0.00 0.12 0.260
O -0.760 2.545 1.748 0.13 -0.09 0.04 -0.191
O -2.987 3.171 2.620 0.04 -0.09 -0.05 -0.353
O -2.769 1.159 0.925 0.11 0.15 0.15 -0.426
P -0.570 -0.140 3.746 -0.18 0.11 0.24 0.275
O -1.028 -1.154 4.961 0.07 0.06 -0.03 -0.180
O -0.398 -0.969 2.530 0.15 0.04 -0.11 -0.457
O 0.456 0.790 4.312 -0.04 -0.04 0.01 -0.339
H -2.317 1.675 5.540 -0.02 -0.01 0.00 0.145
H -2.425 2.808 4.216 0.02 -0.04 0.09 0.105
H -0.909 2.107 4.742 -0.01 -0.01 0.03 0.116
H -4.243 0.867 3.615 0.00 0.00 0.00 0.080
H -3.449 -0.294 4.723 -0.01 -0.01 0.00 0.069
H -3.473 -0.580 2.973 0.00 0.00 0.00 0.089
H -0.168 1.913 1.288 0.11 0.12 -0.05 -0.037
H -1.249 -1.999 4.553 -0.01 0.00 0.00 0.062
C -1.370 -0.721 -4.020 -0.03 0.08 0.05 -0.079
C -2.504 -1.691 -3.843 -0.02 0.01 -0.06 -0.346
C -3.612 -1.643 -4.726 -0.05 -0.04 -0.03 -0.043
C -4.642 -2.511 -4.534 0.02 0.01 -0.01 -0.040
C -4.608 -3.434 -3.463 0.14 0.05 0.06 -0.185
C -5.661 -4.345 -3.234 -0.07 -0.06 0.01 -0.101
C -5.564 -5.203 -2.167 -0.05 0.02 -0.05 -0.132
C -4.456 -5.181 -1.317 0.07 0.07 0.00 -0.168
C -3.378 -4.304 -1.480 -0.04 -0.11 0.00 -0.733
S -2.050 -4.324 -0.387 0.06 0.02 0.05 0.372
C -3.466 -3.405 -2.614 -0.13 -0.01 -0.12 -0.237
N -2.445 -2.537 -2.848 0.01 0.09 0.14 0.108
H -1.203 -0.490 -5.074 0.01 -0.02 0.00 0.070
H -0.448 -1.093 -3.580 0.03 -0.06 -0.01 0.057
H -1.584 0.225 -3.512 0.00 0.00 -0.04 0.079
H -3.627 -0.925 -5.538 0.02 0.01 0.01 0.099
H -5.505 -2.506 -5.194 -0.01 -0.01 0.01 0.102
H -6.521 -4.346 -3.894 0.00 0.00 0.00 0.086
H -6.364 -5.910 -1.971 0.00 0.00 0.00 0.085
H -4.412 -5.864 -0.478 0.01 0.00 0.00 0.074
```
Positions in Å, forces in eV/Å.

Values from the calculation:
charge	-2
energy relative to the best compared isomer or geometry (same formula, charge and spin)	8.24	kcal per mole
molecular weight	772.47	g/mol
E_HOMO	-1.5	eV

=====

Record 2
Entry from OMol25: 5 unconnected molecules or ions with the total composition C30H30F4N2O15 (ωB97M-V/def2-TZVPD).

```
81
Properties=species:S:1:pos:R:3:forces:R:3:lowdin_charge:R:1
O -0.435 2.061 -0.474 0.91 0.74 -0.32 0.165
C -1.114 1.094 -0.374 -0.46 -0.88 0.27 -0.357
C -1.296 0.215 0.814 0.15 -0.15 0.51 -0.084
C -0.529 0.052 1.959 -0.24 0.09 -0.09 0.013
C -0.960 -0.890 2.889 0.12 0.04 0.08 -0.057
C -2.114 -1.643 2.690 -0.36 0.10 -0.59 -0.051
C -2.893 -1.456 1.547 0.21 0.26 0.10 0.015
C -2.452 -0.517 0.632 -0.19 0.06 -0.33 -0.078
C -3.037 -0.066 -0.679 0.54 -0.42 0.95 -0.374
O -4.174 -0.144 -1.011 -0.64 -0.26 -0.64 0.162
N -1.986 0.592 -1.395 -0.30 0.51 -0.04 0.039
C -1.281 -0.244 -2.393 -0.33 0.02 -0.53 -0.130
C -2.196 -1.282 -3.020 0.27 -0.21 -0.33 -0.172
C -1.575 -1.871 -4.294 -0.30 -0.32 0.41 -0.225
N -0.134 -2.069 -4.162 -0.15 -0.09 -0.05 -0.064
C 0.164 -3.127 -3.193 0.46 0.18 -0.34 -0.169
C 1.648 -3.256 -2.922 -0.33 -0.02 -0.05 -0.135
C 2.613 -2.875 -3.851 0.32 -0.28 0.36 -0.029
C 3.967 -3.009 -3.564 -0.41 -0.05 0.27 -0.079
C 4.359 -3.510 -2.327 0.01 0.13 -0.25 -0.080
C 3.411 -3.877 -1.384 -0.08 0.02 -0.20 -0.020
C 2.060 -3.757 -1.686 0.31 0.10 -0.30 -0.268
O 1.093 -4.147 -0.774 0.05 0.32 -0.05 0.016
H 0.361 0.645 2.107 0.10 0.00 0.11 0.119
H -0.397 -1.047 3.798 0.13 0.02 0.03 0.108
H -2.432 -2.384 3.407 0.12 -0.02 0.19 0.108
H -3.797 -2.015 1.363 -0.10 -0.07 0.07 0.123
H -0.897 0.374 -3.199 0.18 0.27 0.10 0.118
H -0.434 -0.744 -1.925 0.18 0.03 0.05 0.124
H -3.153 -0.844 -3.284 -0.18 0.07 0.08 0.115
H -2.391 -2.103 -2.332 -0.13 0.06 0.26 0.113
H -2.086 -2.825 -4.483 -0.09 -0.04 -0.10 0.114
H -1.812 -1.232 -5.140 0.34 0.20 -0.11 0.117
H 0.198 -2.391 -5.063 0.15 0.18 -0.06 0.104
H -0.239 -4.079 -3.559 -0.06 -0.23 0.22 0.133
H -0.307 -2.908 -2.241 -0.25 0.01 0.03 0.100
H 2.334 -2.466 -4.808 -0.18 0.08 -0.08 0.103
H 4.694 -2.708 -4.301 0.16 -0.01 -0.03 0.101
H 5.412 -3.613 -2.117 0.07 -0.04 0.15 0.104
H 3.709 -4.274 -0.424 0.04 -0.06 0.09 0.117
H 1.359 -3.804 0.086 -0.03 -0.13 0.10 0.114
O 2.320 5.952 3.823 -0.01 0.03 0.01 0.164
C 1.892 5.571 2.782 -0.02 0.10 0.00 -0.552
O 0.622 5.165 2.575 0.12 -0.06 -0.09 0.075
C 0.453 4.924 1.165 -0.18 -0.09 0.08 -0.054
C 1.875 4.673 0.728 -0.02 0.23 -0.15 -0.306
F 2.112 5.100 -0.533 0.05 0.03 0.07 0.084
O 2.620 5.471 1.638 -0.03 -0.29 0.16 0.136
H 0.037 5.808 0.691 0.10 0.05 -0.07 0.131
H -0.207 4.083 0.985 0.00 -0.02 0.20 0.112
H 2.200 3.634 0.815 0.04 0.00 -0.11 0.171
O 0.468 7.921 9.665 0.06 -0.02 0.00 0.180
C 0.767 7.116 8.851 0.05 0.14 0.00 -0.551
O 0.669 7.288 7.512 0.03 -0.16 0.07 0.076
C 1.261 6.151 6.868 -0.10 0.05 -0.22 -0.055
C 1.162 5.101 7.949 0.26 0.08 0.09 -0.316
F 2.194 4.221 7.909 -0.02 0.03 0.05 0.071
O 1.250 5.869 9.134 -0.30 -0.05 -0.10 0.128
H 2.297 6.371 6.613 0.04 -0.10 0.05 0.142
H 0.722 5.893 5.961 -0.09 0.16 0.03 0.128
H 0.224 4.542 7.954 0.06 -0.11 0.00 0.171
O -1.629 5.213 -0.862 -0.08 0.17 -0.12 0.169
C -2.020 4.765 -1.887 0.02 -0.15 0.13 -0.540
O -3.275 4.304 -2.093 0.05 0.03 -0.11 0.078
C -3.397 3.946 -3.472 -0.22 -0.14 0.01 -0.046
C -1.955 3.713 -3.860 0.05 0.20 -0.09 -0.309
F -1.713 4.049 -5.151 0.03 0.03 0.04 0.076
O -1.262 4.604 -3.005 -0.07 -0.23 0.10 0.141
H -3.830 4.778 -4.029 0.11 0.02 -0.07 0.145
H -4.025 3.066 -3.587 0.02 -0.02 0.21 0.140
H -1.597 2.697 -3.683 0.03 0.00 -0.08 0.157
O 0.242 -9.632 1.850 0.04 0.05 0.00 0.186
C 0.418 -8.886 0.949 0.00 0.03 0.15 -0.549
O -0.482 -7.972 0.509 0.12 -0.03 -0.14 0.071
C 0.155 -7.164 -0.490 -0.30 -0.03 -0.04 -0.054
C 1.264 -8.073 -0.965 0.20 0.12 0.17 -0.311
F 2.367 -7.380 -1.341 -0.01 -0.05 0.05 0.075
O 1.558 -8.826 0.198 -0.23 -0.13 -0.18 0.131
H 0.546 -6.260 -0.036 0.17 0.02 -0.04 0.117
H -0.547 -6.894 -1.275 -0.12 -0.11 0.09 0.142
H 0.982 -8.754 -1.770 0.10 0.04 -0.07 0.173
```
Positions in Å, forces in eV/Å.

Values from the calculation:
charge	0
molecular weight	734.56	g/mol
E_HOMO	-9.4	eV
SMILES	O=C1c2ccccc2C(=O)N1CCCNCc1ccccc1O.O=C1OC[C@@H](F)O1.O=C1OC[C@@H](F)O1.O=C1OC[C@@H](F)O1.O=C1OC[C@@H](F)O1

=====

Record 3
Entry from OMol25: a molecular structure, C30H30F6LaN7O6S3Se (ωB97M-V/def2-TZVPD).

```
84
Properties=species:S:1:pos:R:3:forces:R:3:lowdin_charge:R:1
La 0.838 0.434 -0.735 -0.08 -0.98 0.24 2.065
C 4.882 -0.705 0.090 -0.08 -0.09 -0.06 -0.023
C 3.847 -0.313 -0.952 0.15 0.26 0.02 -0.538
O 3.390 0.876 -0.888 0.20 -0.15 0.00 -0.198
C 3.333 -1.228 -1.879 -0.25 0.05 -0.11 -0.100
C 2.742 -2.416 -1.269 -0.02 -0.01 0.25 -0.332
C 3.511 -3.618 -0.813 -0.02 -0.01 0.02 -0.052
N 1.476 -2.240 -0.944 0.15 -0.10 -0.14 -0.076
N 0.831 -3.174 -0.258 0.02 -0.02 -0.21 0.103
C -0.107 -2.455 0.562 -0.13 0.71 0.85 -0.426
O 0.827 -0.252 1.534 0.11 0.07 0.12 -0.365
C -0.805 -3.141 1.678 -0.11 -0.19 -0.16 -0.123
C -1.781 -4.082 1.756 0.05 -0.06 -0.11 -0.053
C -2.479 -4.391 2.936 -0.11 -0.17 0.00 -0.101
C -2.455 -3.704 4.176 -0.06 -0.09 0.18 -0.139
C -1.903 -2.511 4.526 -0.06 -0.04 0.10 -0.071
C -1.182 -1.543 3.625 0.19 0.14 0.09 -0.278
H 5.245 0.197 0.578 0.01 0.02 -0.02 0.071
H 5.711 -1.255 -0.357 -0.03 0.01 0.01 0.072
H 4.430 -1.345 0.853 -0.06 0.00 0.03 0.072
H 2.663 -0.750 -2.591 0.02 -0.05 0.10 0.044
H 4.490 -3.643 -1.289 -0.04 -0.01 0.02 0.070
H 2.949 -4.527 -1.038 -0.01 0.01 -0.03 0.068
H 3.632 -3.604 0.274 0.00 0.00 0.01 0.071
H -2.039 -4.633 0.857 0.01 0.00 0.00 0.106
H -3.138 -5.255 2.898 0.03 0.05 0.00 0.076
H -3.011 -4.204 4.971 0.05 0.04 -0.05 0.083
H -2.059 -2.189 5.551 -0.01 0.02 0.01 0.089
H -0.598 -0.866 4.273 -0.05 -0.07 -0.10 0.138
N -1.541 0.281 -2.358 0.27 0.03 -0.07 0.015
C -2.883 0.089 -1.935 0.01 0.02 0.10 -0.249
C -3.912 0.500 -2.774 0.01 0.02 -0.02 -0.041
C -5.242 0.314 -2.439 -0.02 0.00 0.00 -0.117
C -5.546 -0.321 -1.245 -0.07 0.02 -0.05 -0.111
C -4.523 -0.707 -0.399 -0.01 0.00 0.00 -0.051
C -3.173 -0.489 -0.691 -0.01 0.21 -0.07 -0.141
C -2.173 -0.919 0.337 0.22 -0.10 0.05 -0.235
C -2.635 -0.538 1.687 0.05 0.03 0.19 -0.052
C -2.217 -0.697 2.948 -0.19 0.08 -0.02 -0.061
C -0.216 -2.294 2.742 0.37 0.08 0.41 -0.162
C 0.721 -1.590 1.706 0.13 -0.48 -0.42 -0.343
C -1.053 -1.515 -0.120 0.06 -0.61 -0.94 -0.052
H -1.510 0.884 -3.175 -0.03 -0.13 0.06 0.050
H -1.119 -0.619 -2.585 -0.12 0.04 0.09 0.065
H -3.649 0.980 -3.711 0.00 0.01 -0.03 0.105
H -6.025 0.654 -3.104 -0.03 0.02 -0.03 0.086
H -6.576 -0.502 -0.964 -0.03 0.00 0.00 0.087
H -4.767 -1.187 0.539 -0.02 -0.03 0.03 0.110
H -3.443 0.186 1.622 0.00 0.01 0.03 0.095
H -2.778 -0.108 3.672 0.00 0.02 0.02 0.105
H 0.419 -2.905 3.402 -0.08 0.03 0.04 0.154
H 1.714 -2.082 1.772 -0.09 0.12 0.10 0.127
F 1.827 4.672 -4.874 -0.07 -0.10 0.49 0.110
C 1.922 4.494 -3.540 0.26 0.36 -0.05 -0.624
F 3.128 4.001 -3.267 -0.43 0.07 -0.08 0.143
F 1.823 5.706 -2.962 -0.04 -0.53 -0.18 0.119
S 0.540 3.373 -2.911 0.32 -0.11 -0.29 0.597
O 1.208 2.559 -1.913 0.01 0.88 -0.30 -0.498
O -0.509 4.256 -2.540 -0.02 -0.04 -0.15 -0.241
N 0.140 2.474 -4.153 0.17 0.00 -0.09 -0.292
S 1.072 1.226 -4.471 -0.33 0.18 -0.21 0.601
O 2.416 1.543 -4.836 0.07 -0.02 -0.16 -0.248
O 0.866 0.121 -3.559 0.08 0.01 -0.21 -0.383
C 0.228 0.684 -6.042 0.20 -0.27 -0.37 -0.643
F -1.057 0.384 -5.852 0.17 0.06 0.11 0.133
F 0.304 1.624 -6.996 0.05 -0.24 0.38 0.125
F 0.850 -0.426 -6.505 -0.25 0.57 0.30 0.114
Se -3.167 3.740 0.928 0.16 -0.19 -0.20 0.442
C -1.849 2.653 0.334 -0.51 0.29 0.11 -0.911
N -0.970 1.968 0.008 -0.27 0.41 0.18 -0.046
C 3.554 1.860 3.126 0.10 0.08 0.08 -0.136
N 2.159 2.230 3.221 -0.38 -0.25 0.14 -0.061
C 1.604 3.094 2.322 -0.23 0.08 -0.22 -0.882
S 2.488 3.846 1.112 0.05 0.20 0.01 0.604
N 0.275 3.305 2.441 0.49 -0.14 -0.06 -0.050
C -0.601 2.472 3.235 -0.04 -0.12 0.14 -0.117
H 3.863 1.426 4.080 -0.01 0.01 -0.03 0.074
H 4.150 2.746 2.912 -0.03 -0.07 0.03 0.045
H 3.713 1.138 2.331 0.11 -0.11 -0.21 0.063
H 1.567 1.420 3.391 -0.07 0.16 0.05 0.103
H -0.138 3.735 1.626 0.04 0.12 0.13 0.062
H -0.305 2.508 4.285 0.00 0.00 0.05 0.082
H -0.602 1.435 2.883 0.04 -0.03 0.01 0.054
H -1.613 2.859 3.131 0.03 -0.01 0.04 0.025
```
Positions in Å, forces in eV/Å.

Values from the calculation:
charge	-2
energy relative to the best compared isomer or geometry (same formula, charge and spin)	174.38	kcal per mole
molecular weight	1012.67	g/mol
E_HOMO (alpha / beta)	-1.5 / -1.4	eV